1.
The following is a DFT calculation (ωB97M-V with the def2-TZVPD basis set) of C28H31N4O2PtS5 as an isolated structure at a distorted geometry.

Geometry (Å):
Pt (0.3443, 0.3264, 0.0131)
C (1.6827, -4.5258, -4.0734)
C (0.8901, -3.6442, -3.1475)
C (-0.4555, -3.4813, -3.2815)
C (-1.2309, -2.6548, -2.4075)
C (-2.5518, -2.4123, -2.8132)
N (-3.4082, -1.4567, -2.4996)
C (-3.2029, -0.2971, -1.6516)
C (-4.4966, 0.4149, -1.2982)
C (-4.1719, 1.5812, -0.3675)
N (-3.6572, 2.7244, -1.1199)
C (-2.8651, 3.6883, -0.7281)
C (-1.9697, 3.7751, 0.3648)
C (-1.7835, 5.0699, 0.9027)
C (-1.0335, 5.3026, 2.0272)
C (-0.9884, 6.6450, 2.7049)
C (-0.3301, 4.2160, 2.5582)
C (-0.3667, 2.9472, 2.0034)
C (0.4338, 1.9198, 2.6474)
N (0.8114, 0.8182, 2.1423)
C (1.5151, -0.1559, 2.9559)
C (2.8796, -0.5794, 2.3734)
C (3.1600, -0.1249, 0.9393)
N (2.2780, -0.5664, -0.1294)
C (1.4696, -1.5853, 0.0219)
C (0.8451, -2.2432, -1.1678)
C (1.5450, -2.9741, -2.0791)
C (-0.5892, -2.1191, -1.2375)
O (-1.2003, -1.6007, -0.2597)
C (-1.2237, 2.6672, 0.8952)
O (-1.3454, 1.5038, 0.3704)
H (1.0732, -4.8585, -4.9112)
H (2.0373, -5.4110, -3.5405)
H (2.5578, -4.0037, -4.4628)
H (-0.9679, -3.9672, -4.1053)
H (-2.9201, -3.0725, -3.5925)
H (-4.2995, -1.4927, -2.9710)
H (-2.5237, 0.4041, -2.1412)
H (-2.6943, -0.6141, -0.7446)
H (-5.1729, -0.2710, -0.7859)
H (-5.0054, 0.7814, -2.1986)
H (-3.4318, 1.2677, 0.3614)
H (-5.0713, 1.9044, 0.1622)
H (-4.1409, 2.8868, -1.9938)
H (-2.9632, 4.5905, -1.3258)
H (-2.3193, 5.8965, 0.4477)
H (-1.7946, 7.2852, 2.3529)
H (-0.0419, 7.1540, 2.5160)
H (-1.0908, 6.5235, 3.7829)
H (0.2949, 4.3803, 3.4300)
H (0.7381, 2.1533, 3.6724)
H (0.8532, -1.0223, 3.0211)
H (1.6547, 0.2214, 3.9740)
H (2.9739, -1.6637, 2.4493)
H (3.6779, -0.1513, 2.9798)
H (4.1540, -0.4888, 0.6633)
H (3.2003, 0.9633, 0.8866)
H (1.3822, -2.1288, 0.9689)
H (2.6201, -3.0815, -1.9729)
C (3.9709, 0.5258, -3.0439)
S (3.2063, 1.4941, -4.3658)
C (1.6114, 0.7557, -4.4482)
C (0.6137, 0.8124, -3.5277)
S (0.5748, 1.7121, -2.0510)
S (-0.8870, 0.0736, -4.0887)
C (-0.3692, -0.4701, -5.6470)
S (-1.3449, -1.2980, -6.6674)
S (1.2795, -0.0562, -5.9621)
H (4.9300, 0.9974, -2.8371)
H (4.1203, -0.4968, -3.3868)
H (3.3369, 0.5433, -2.1679)

Values from the calculation:
Maximum force in eV/A: 2.54
Orbital gap in eV: 5.65
Electronic energy in a.u.: -3565.0521
HOMO level in eV: -9.47
Charge: +1


2.
The following is a DFT calculation (ωB97M-V with the def2-TZVPD basis set) of one molecule with the formula C8H8N2 at a distorted geometry.

Geometry (Å):
C (-2.6681, -0.8065, 0.0692)
C (-2.6589, 0.5652, 0.1731)
C (-1.4579, -1.4597, -0.1833)
C (-1.5490, 1.4182, 0.0371)
C (-0.3836, -0.6516, -0.4213)
C (-0.3962, 0.7475, -0.2770)
C (1.7884, -0.1519, 0.1985)
C (3.2379, 0.0752, 0.0738)
N (1.0096, -0.5937, -0.8759)
N (1.0029, 0.8501, -0.7084)
H (-3.6675, -1.4161, 0.2532)
H (-3.6450, 1.1714, 0.4174)
H (-1.2823, -2.4706, -0.3332)
H (-1.4961, 2.5157, 0.0281)
H (1.2254, -0.0899, 1.2348)
H (3.7144, 0.4616, 1.1171)
H (3.5635, 0.7057, -0.8197)
H (3.6627, -0.8709, 0.0167)

Values from the calculation:
Maximum force in eV/A: 4.89
Orbital gap in eV: 9.95
Electronic energy in a.u.: -418.9846
HOMO level in eV: -8.90


3.
The following is a DFT calculation (ωB97M-V with the def2-TZVPD basis set) of C22H52BaCl6F6O8P as an isolated structure at a distorted geometry.

Geometry (Å):
Ba (-4.4740, -1.9481, -0.1444)
P (-0.1656, 1.1878, 0.8081)
F (-0.5162, 0.4617, -0.5895)
F (-0.7362, 2.5553, 0.0981)
F (-1.6780, 0.9216, 1.1625)
F (0.0090, 1.9649, 2.1901)
F (0.2383, -0.2082, 1.5862)
F (1.3825, 1.4411, 0.2769)
Cl (-3.3985, 7.7017, 2.9190)
C (-1.7708, 7.0258, 3.2199)
C (-1.7034, 6.1237, 4.4460)
Cl (-2.2267, 6.9267, 5.8642)
H (-1.0007, 7.7919, 3.3101)
H (-1.6114, 6.4458, 2.3108)
H (-0.8123, 5.5149, 4.5994)
H (-2.4862, 5.3766, 4.3152)
Cl (5.7066, -3.0972, -0.6617)
C (6.0222, -2.2079, 0.8461)
C (5.2037, -2.8241, 1.9344)
Cl (5.5517, -4.5442, 2.1530)
H (5.6917, -1.1701, 0.8007)
H (7.0887, -2.2570, 1.0654)
H (4.1375, -2.7723, 1.7138)
H (5.3091, -2.3433, 2.9069)
Cl (7.5202, 3.0292, 2.7989)
C (6.6611, 4.5093, 3.2712)
C (5.2050, 4.3270, 3.2552)
Cl (4.7066, 3.2108, 4.5708)
H (6.9553, 5.2703, 2.5485)
H (7.0889, 4.7596, 4.2420)
H (4.9010, 3.8676, 2.3147)
H (4.7622, 5.3075, 3.4299)
C (-6.8338, 2.0402, 0.6297)
O (-6.8296, 0.8620, 1.5277)
C (-8.1699, 0.4492, 1.8963)
C (-8.2099, -0.6872, 2.8972)
O (-7.3758, -1.7463, 2.5196)
C (-7.6376, -3.0074, 3.1972)
H (-5.8994, 2.5626, 0.4247)
H (-7.5367, 2.7614, 1.0467)
H (-7.1825, 1.8000, -0.3747)
H (-8.8677, 0.1269, 1.1234)
H (-8.6696, 1.2835, 2.3886)
H (-9.2633, -0.9661, 2.8721)
H (-7.8901, -0.4210, 3.9046)
H (-7.5060, -2.8114, 4.2613)
H (-6.9126, -3.7911, 2.9777)
H (-8.6468, -3.3840, 3.0302)
C (-2.9215, -1.4317, 5.2260)
O (-2.8785, -2.4675, 4.2673)
C (-1.8582, -3.4529, 4.5929)
C (-1.9881, -4.7422, 3.8242)
O (-2.1876, -4.4015, 2.4693)
C (-2.0544, -5.6775, 1.7945)
H (-3.7236, -0.7041, 5.1022)
H (-1.9616, -0.9208, 5.1515)
H (-3.0151, -1.8846, 6.2131)
H (-1.9398, -3.7048, 5.6503)
H (-0.9064, -2.9738, 4.3636)
H (-2.8348, -5.2449, 4.2915)
H (-1.1028, -5.3464, 4.0227)
H (-2.7512, -6.4133, 2.1960)
H (-1.0284, -5.9947, 1.6081)
H (-2.4696, -5.4230, 0.8194)
C (-3.6669, -0.6335, -5.0161)
O (-3.7476, -1.7021, -4.1289)
C (-3.4283, -3.0256, -4.6997)
C (-1.9111, -3.3402, -4.5327)
O (-1.4165, -3.1767, -3.2460)
C (-0.1459, -3.6698, -2.8756)
H (-2.6817, -0.5996, -5.4812)
H (-3.9360, 0.1773, -4.3391)
H (-4.3727, -0.8925, -5.8053)
H (-3.7290, -3.0462, -5.7472)
H (-4.0785, -3.7200, -4.1676)
H (-1.2783, -2.7452, -5.1912)
H (-1.7655, -4.3578, -4.8951)
H (-0.2245, -4.7455, -2.7182)
H (0.0860, -3.1800, -1.9299)
H (0.6249, -3.2710, -3.5352)
C (10.1995, 1.9394, -7.3266)
O (8.8903, 1.6590, -7.0717)
C (7.9199, 2.6735, -7.3325)
C (6.6959, 2.5183, -6.4852)
O (6.8936, 2.3999, -5.1065)
C (5.8197, 1.8116, -4.3219)
H (10.7105, 2.5961, -6.6226)
H (10.2828, 2.3611, -8.3283)
H (10.9151, 1.1203, -7.3988)
H (7.7491, 2.6696, -8.4090)
H (8.3399, 3.6770, -7.2641)
H (6.1540, 1.5949, -6.6895)
H (6.0520, 3.3601, -6.7400)
H (5.5953, 0.7502, -4.4276)
H (4.8413, 2.2893, -4.3719)
H (6.1045, 1.8722, -3.2716)

Values from the calculation:
Maximum force in eV/A: 3.45
Orbital gap in eV: 4.73
Electronic energy in a.u.: -5198.2217
HOMO level in eV: -10.39
Charge: +1